Record 1
The following is a DFT calculation (ωB97M-V/def2-TZVPD) of a single C8H12 molecule at a distorted geometry.

Values from the calculation:
HOMO level in eV: -8.5143
Frontier orbital gap in eV: 9.6
LUMO level in eV: 1.12
M in g mol⁻¹: 108.18
Total charge: 0
Energy relative to the best compared isomer or geometry (same formula, charge and spin) in eV: 7.1386

Structure (XYZ):
```
20
Properties=species:S:1:pos:R:3:nbo_charge:R:1
C -1.36 -1.30 0.06 -0.373
C -2.11 0.06 -0.50 -0.411
C -1.12 1.17 0.10 -0.205
C 0.51 1.47 -0.10 -0.218
C 1.65 0.46 -0.65 -0.435
C 1.63 -1.04 0.21 -0.404
C 0.18 -0.82 0.30 -0.253
C -0.04 0.52 1.09 -0.227
H -1.81 -1.50 1.06 0.192
H -1.19 -2.16 -0.51 0.206
H -2.11 -0.25 -1.74 0.215
H -3.08 0.33 -0.06 0.224
H -1.70 2.02 0.55 0.220
H 0.81 2.41 0.28 0.213
H 1.84 0.19 -1.64 0.203
H 2.68 0.86 -0.40 0.198
H 2.30 -0.93 1.07 0.191
H 2.38 -1.62 -0.38 0.234
H 0.35 -0.47 -0.77 0.231
H 0.19 0.58 2.02 0.199
```

***

Record 2
The following is a DFT calculation (ωB97M-V/def2-TZVPD) of a single C2H6N2O3 molecule at a distorted geometry.

Values from the calculation:
HOMO level in eV: -9.6506
Frontier orbital gap in eV: 10.2
LUMO level in eV: 0.58
M in g mol⁻¹: 106.08
Total charge: 0
Energy relative to the best compared isomer or geometry (same formula, charge and spin) in eV: 5.1804

Structure (XYZ):
```
13
Properties=species:S:1:pos:R:3:nbo_charge:R:1
C -1.18 -0.82 -1.06 -0.403
N -0.37 -0.67 0.18 -0.629
C -0.08 0.63 0.54 0.359
O 0.13 0.86 1.94 -0.678
N 1.48 0.89 0.05 0.484
O 1.71 1.07 -1.12 -0.393
O 2.30 0.51 0.85 -0.418
H -1.07 0.13 -1.55 0.201
H -0.83 -1.59 -1.72 0.212
H -2.26 -0.97 -0.90 0.194
H 0.15 -1.41 0.58 0.395
H -0.60 1.25 -0.08 0.192
H 0.63 0.11 2.26 0.485
```

***

Record 3
The following is a DFT calculation (ωB97M-V/def2-TZVPD) of a molecular structure, C20H22BeN2O2 at a distorted geometry.

Values from the calculation:
HOMO level (spin up / spin down) in eV: -6.2433 / -6.2470
Frontier orbital gap (spin up / spin down) in eV: 5.3 / 5.3
LUMO level (spin up / spin down) in eV: -0.98 / -0.98
M in g mol⁻¹: 331.42
Total charge: 0
Energy relative to the best compared isomer or geometry (same formula, charge and spin) in eV: 0.7689

Structure (XYZ):
```
47
Properties=species:S:1:pos:R:3:nbo_charge:R:1
C -0.95 0.07 0.78 -1.206
C -3.13 -1.08 2.18 -0.604
H -0.77 0.90 1.46 0.199
H -0.78 -0.92 1.20 0.186
H -1.81 0.18 0.11 0.183
H -2.37 -1.86 2.24 0.191
H -2.61 -0.13 2.08 0.243
H -3.69 -1.07 3.12 0.187
C 0.93 2.86 -1.65 0.090
C 0.86 3.73 -2.73 -0.244
C 0.54 3.23 -4.00 -0.150
C 0.29 1.87 -4.15 -0.240
H 1.25 3.18 -0.66 0.263
H 1.08 4.78 -2.56 0.234
H 0.50 3.91 -4.86 0.228
H 0.06 1.41 -5.10 0.220
N 0.62 1.56 -1.78 -0.643
C 0.33 1.05 -3.02 0.247
C 0.11 -0.39 -3.00 0.134
N 0.30 -0.94 -1.76 -0.615
C 0.15 -2.27 -1.58 0.084
C -0.42 -2.54 -3.91 -0.157
C -0.22 -3.10 -2.64 -0.243
H 0.33 -2.63 -0.57 0.232
H -0.35 -4.16 -2.44 0.235
C -0.26 -1.17 -4.09 -0.210
H -0.40 -0.67 -5.05 0.224
H -0.71 -3.17 -4.75 0.229
Be 0.73 0.29 -0.69 1.611
C -4.10 -1.37 1.03 -0.605
H -4.62 -2.31 1.21 0.195
H -3.58 -1.44 0.07 0.196
H -4.86 -0.59 0.96 0.197
O 2.67 2.26 0.87 -0.659
C 2.38 1.08 1.04 0.807
O 2.03 0.20 0.11 -0.984
C 2.31 0.49 2.42 -0.174
C 2.07 -0.88 2.60 -0.156
C 1.62 -1.35 3.83 -0.230
C 1.47 -0.46 4.91 -0.200
C 1.82 0.89 4.75 -0.228
C 2.27 1.36 3.51 -0.160
H 2.18 -1.56 1.75 0.224
H 1.37 -2.41 3.95 0.210
H 1.09 -0.81 5.86 0.211
H 1.74 1.58 5.59 0.212
H 2.54 2.40 3.36 0.233
```

***

Record 4
The following is a DFT calculation (ωB97M-V/def2-TZVPD) of 2 unconnected molecules or ions with the total composition C4H9NO4 at a distorted geometry.

Values from the calculation:
HOMO level in eV: -9.0202
Frontier orbital gap in eV: 9.4
LUMO level in eV: 0.34
M in g mol⁻¹: 135.12
Total charge: 0
Energy relative to the best compared isomer or geometry (same formula, charge and spin) in eV: 5.4030

Structure (XYZ):
```
18
Properties=species:S:1:pos:R:3:nbo_charge:R:1
N -1.80 1.46 0.68 -0.849
C -1.03 0.34 0.89 0.860
O -0.84 -0.13 2.01 -0.650
O -1.13 -0.63 -0.25 -0.342
O -2.51 -1.00 -0.50 -0.445
H -2.28 1.51 -0.21 0.414
H -2.10 1.97 1.49 0.411
H -2.64 -1.58 0.27 0.465
C 1.73 -1.17 -1.28 -0.668
C 1.09 0.14 -0.99 -0.081
C 1.13 0.77 0.23 0.018
O 1.80 0.20 1.28 -0.723
H 2.73 -1.00 -1.71 0.232
H 1.14 -1.72 -2.01 0.222
H 1.82 -1.78 -0.38 0.240
H 0.68 0.69 -1.84 0.205
H 1.06 1.85 0.30 0.191
H 1.16 0.06 2.01 0.500
```

***

Record 5
The following is a DFT calculation (ωB97M-V/def2-TZVPD) of 2 unconnected molecules or ions with the total composition C3H8NO at a distorted geometry.

Values from the calculation:
Spin multiplicity: 2
HOMO level (spin up / spin down) in eV: -9.2531 / -9.6211
Frontier orbital gap (spin up / spin down) in eV: 10.2 / 8.3
LUMO level (spin up / spin down) in eV: 0.92 / -1.35
M in g mol⁻¹: 74.10
Total charge: 0
Energy relative to the best compared isomer or geometry (same formula, charge and spin) in eV: 0.6802

Structure (XYZ):
```
13
Properties=species:S:1:pos:R:3:mulliken_spin:R:1
C 1.76 -0.20 -1.47 0.000
O 0.81 0.73 -1.00 0.011
H 2.77 0.09 -1.16 0.001
H 1.54 -0.47 -2.51 0.000
H 1.61 -1.20 -0.96 0.001
C -2.03 0.07 0.20 0.562
C -1.23 0.03 1.34 -0.065
N -0.12 0.72 1.55 0.462
H -2.06 0.99 -0.36 0.025
H -2.61 -0.83 0.04 0.025
H -1.34 -0.82 2.02 0.002
H 0.33 0.32 2.37 -0.020
H 0.57 0.59 -0.06 -0.005
```

***

Record 6
The following is a DFT calculation (ωB97M-V/def2-TZVPD) of 2 unconnected molecules or ions with the total composition CH7NS at a distorted geometry.

Values from the calculation:
HOMO level in eV: -9.0349
Frontier orbital gap in eV: 10.0
LUMO level in eV: 0.93
M in g mol⁻¹: 65.14
Total charge: 0
Energy relative to the best compared isomer or geometry (same formula, charge and spin) in eV: 1.1006

Structure (XYZ):
```
10
Properties=species:S:1:pos:R:3:nbo_charge:R:1
C 1.62 -0.15 -0.65 -0.402
N 1.32 0.87 0.35 -0.813
H 0.95 -0.05 -1.43 0.187
H 1.54 -1.13 -0.22 0.188
H 2.70 -0.12 -1.19 0.146
H 1.84 0.70 1.21 0.346
H 1.88 1.60 -0.09 0.346
S -1.54 -0.25 0.21 -0.290
H -1.31 -1.47 0.88 0.150
H -1.89 -0.85 -0.99 0.142
```